Below is a structure of composition C12H29N5O8Sr, with properties calculated with ωB97M-V/def2-TZVPD.

Calculated values
- LUMO energy (spin up / spin down): -2.4 / -7.4 eV
- Total charge: +1
- Expectation value of S²: 0.758
- 2S+1: 2
- Max |F|: 4.99 eV/Å

```
55
Properties=species:S:1:pos:R:3:forces:R:3:mulliken_charge:R:1
Sr 0.26990 -0.08709 -0.15824 0.9 -1.5 2.6 1.680
C -4.19274 0.63409 -1.76012 1.6 -0.9 -0.1 -1.252
C -2.70594 0.39104 -1.34691 -5.0 0.0 0.4 0.711
O -1.87146 1.25643 -1.56149 2.3 0.9 -0.3 -0.209
O -2.32683 -0.55023 -0.61283 0.5 0.2 -0.6 -0.207
H -4.24255 1.15069 -2.71863 0.1 -0.1 0.0 0.414
H -4.73588 1.23017 -1.02679 0.3 -0.1 0.2 0.325
H -4.62047 -0.36558 -1.83631 -0.3 0.1 -0.1 0.359
C 4.15420 0.22283 1.96894 -1.4 0.0 0.5 -1.126
C 2.83972 -0.34854 1.37381 0.5 -0.7 0.6 0.698
O 1.76890 -0.26259 2.04415 0.0 0.6 -0.2 -0.578
O 2.88980 -0.94194 0.27011 -0.3 0.6 -0.9 -0.642
H 4.24223 1.26167 1.65090 0.4 -0.1 -0.4 0.226
H 5.03067 -0.39793 1.78301 -0.2 0.3 -0.3 0.321
H 3.97403 0.32769 3.03882 0.2 -0.2 0.1 0.316
C -1.40147 0.31403 3.13090 1.3 -0.3 0.1 0.226
O -1.14423 0.53006 1.97900 0.3 0.9 -3.5 -0.379
N -0.49391 0.09466 4.05810 2.5 -0.5 2.1 -0.367
N -2.60374 0.26903 3.61381 -4.1 0.1 1.0 -0.407
H 0.47200 0.29972 3.84583 0.1 -0.5 -0.5 0.220
H -0.65744 -0.67658 4.68939 0.1 0.4 0.1 0.200
H -3.36789 0.51419 3.00056 0.1 -0.1 0.2 0.243
H -2.71097 0.46121 4.59954 -0.2 -0.1 -0.3 0.197
C -1.13286 -3.41584 0.96842 -0.2 0.8 -0.3 0.660
O -0.32185 -2.65048 0.50614 2.2 1.5 -0.7 -0.575
N -2.34611 -3.44226 0.48326 -3.1 -0.6 -1.0 -0.326
N -0.94378 -4.20541 1.99650 1.7 -1.8 2.5 -0.495
H -2.55211 -2.86693 -0.32089 -0.2 -0.3 0.4 0.148
H -2.96675 -4.14882 0.85162 -0.4 0.4 -0.6 0.177
H 0.00584 -4.29567 2.32841 -0.1 0.1 0.0 0.254
H -1.59466 -4.87628 2.37912 0.0 0.3 -0.4 0.147
C -0.64528 -2.32106 -2.76608 0.5 -0.7 -1.9 -0.859
O 0.30111 -1.27799 -2.53898 -0.9 -0.4 1.8 -0.075
C 0.82607 -0.55215 -3.62013 -0.2 0.3 -0.2 -0.622
C 1.86267 0.37889 -3.01187 -0.2 -0.5 -0.6 -0.995
N 1.32868 1.21715 -1.93468 1.5 0.8 -0.3 0.092
C 2.40045 2.17633 -1.41398 -1.3 0.0 -0.7 -0.761
C 1.79373 3.15538 -0.39701 0.0 -1.6 -0.5 -0.753
O 1.23345 2.42940 0.70862 -0.6 1.5 0.3 0.042
C 0.32893 3.32946 1.42768 -0.3 -0.3 -0.1 -0.973
H -1.02314 -2.88554 -1.91362 0.6 0.8 0.5 0.054
H -0.14605 -3.06782 -3.38352 0.0 -0.2 -0.1 0.384
H -1.49432 -2.00099 -3.37004 -0.2 0.5 0.0 0.393
H 0.03102 -0.05053 -4.17182 -0.2 0.2 0.0 0.406
H 1.36668 -1.18089 -4.32762 -0.1 -0.3 -0.1 0.391
H 2.20671 1.07414 -3.77762 0.6 -0.5 -0.4 0.447
H 2.60466 -0.35766 -2.70361 0.6 0.8 0.5 0.315
H 0.67030 1.77317 -2.46143 -0.4 0.6 0.3 0.022
H 2.72012 2.80718 -2.24339 0.2 0.1 -0.2 0.496
H 3.29002 1.62072 -1.11723 -0.3 -0.2 0.5 0.364
H 0.95209 3.66945 -0.86122 0.1 0.4 -0.3 0.420
H 2.58894 3.86326 -0.16323 -0.2 0.2 0.6 0.372
H -0.52235 3.66162 0.83347 0.0 -0.3 -0.8 0.384
H 0.77343 4.27960 1.72389 0.7 -0.3 0.2 0.385
H -0.16156 2.83353 2.26527 0.7 -0.3 0.0 0.112
```
Forces are in eV/Å.

Below is a cluster of 2 separate species, C5H12O2 in total, with properties calculated with ωB97M-V/def2-TZVPD.

Calculated values
- LUMO energy: 0.9 eV
- Structure (SMILES): CC[C@@H](O)C=O.C
- Max |F|: 0.59 eV/Å

```
19
Properties=species:S:1:pos:R:3:forces:R:3:mulliken_charge:R:1
C 2.55457 0.13617 1.22484 0.1 0.0 0.0 -1.221
C 1.12590 0.66104 1.25789 0.0 0.1 0.1 -0.588
C 0.22595 0.01984 0.18686 0.0 0.2 0.0 0.170
O 0.22297 -1.38080 0.25791 -0.1 0.0 0.2 -0.550
C -1.16619 0.55200 0.45599 -0.2 -0.2 0.2 -0.074
O -1.99099 -0.12585 1.02882 0.4 0.4 -0.3 -0.505
H 2.55567 -0.95362 1.31213 0.0 0.2 0.0 0.291
H 3.05955 0.40639 0.29085 -0.1 0.0 0.1 0.311
H 3.13090 0.55362 2.05615 0.0 -0.1 -0.1 0.376
H 0.67392 0.44742 2.23606 0.1 0.0 -0.1 0.304
H 1.11107 1.75226 1.12795 0.0 -0.1 0.0 0.324
H 0.56198 0.32227 -0.81730 -0.1 0.0 0.2 0.346
H -0.58155 -1.61358 0.75316 0.1 -0.1 -0.1 0.381
H -1.37891 1.60020 0.16396 0.0 -0.1 0.1 0.413
C -2.01834 -0.47520 -2.30844 0.0 0.0 0.0 -0.993
H -1.19271 -1.18404 -2.19856 -0.1 0.1 -0.1 0.227
H -2.68170 -0.79089 -3.11596 0.1 0.0 0.0 0.318
H -1.62430 0.52170 -2.53481 -0.1 -0.2 0.0 0.233
H -2.58777 -0.44894 -1.37749 0.0 0.0 -0.2 0.235
```
Forces are in eV/Å.

Below is a cluster of 2 separate species, C2H3BrO in total, with properties calculated with ωB97M-V/def2-TZVPD.

Calculated values
- LUMO energy: 0.2 eV
- Max |F|: 7.37 eV/Å

```
7
Properties=species:S:1:pos:R:3:forces:R:3:mulliken_charge:R:1
C 0.10820 -0.90792 0.29621 -0.2 1.4 -2.7 0.125
C -0.01782 0.56538 0.05711 1.4 -0.7 -7.2 -0.621
O 0.46766 -1.32787 1.33318 0.4 -1.2 1.6 -0.409
Br -1.73348 0.98470 -0.78170 0.5 0.0 0.6 -0.092
H -0.08646 -1.45749 -0.66594 0.0 -0.4 0.8 0.300
H 0.32607 1.15406 0.76912 0.7 2.8 3.7 0.445
H 0.93583 0.98914 -1.00798 -2.7 -1.7 3.1 0.252
```
Forces are in eV/Å.

Below is a structure of composition C15H26BrCaCl6F4KN7O9S2, with properties calculated with ωB97M-V/def2-TZVPD.

Calculated values
- LUMO energy: -6.4 eV
- Total charge: +1
- Max |F|: 4.37 eV/Å

```
72
Properties=species:S:1:pos:R:3:forces:R:3:mulliken_charge:R:1
O 2.92728 -4.15499 -1.35213 -0.3 0.5 -0.4 -0.610
N 3.44347 -3.61001 -2.35338 0.3 -4.4 0.0 -0.222
O 3.56424 -2.12179 -2.21523 0.5 3.8 -0.7 -0.411
N 2.45212 -1.46505 -2.67244 0.2 -0.2 2.0 1.007
N 2.21401 -0.98493 -3.81705 0.5 0.0 -1.1 -0.829
N 0.98351 -0.45375 -3.84820 0.3 -0.8 1.9 -0.244
C 0.51633 -0.66693 -2.60233 -1.4 0.4 0.9 -0.102
C -0.81475 -0.34475 -1.93790 0.6 0.6 -0.4 -0.149
C -1.73746 0.60436 -2.76864 0.4 -0.4 0.6 0.238
O -2.90266 -0.04987 -3.19683 0.3 0.5 0.3 -0.389
C -3.78661 -0.32950 -2.12682 -0.6 -0.2 -0.1 -0.550
C -5.08191 -0.92082 -2.75108 1.5 -0.1 1.5 0.820
F -5.43329 -0.34744 -3.89826 -0.2 -0.4 0.4 -0.252
F -6.03753 -0.81316 -1.81824 -0.1 -0.1 -0.8 -0.201
F -4.82805 -2.24971 -2.94629 -0.6 0.6 -0.5 -0.282
N 1.43684 -1.28366 -1.82875 -0.9 0.8 -2.1 0.361
H -0.56833 0.17995 -0.99129 -0.1 -0.5 -0.4 0.308
H -1.29259 -1.31431 -1.69790 0.1 0.6 -0.1 0.469
H -2.01425 1.48903 -2.08008 0.5 -1.6 -0.9 -0.246
H -1.19301 1.04996 -3.62027 -0.5 -0.4 0.2 0.544
H -4.02360 0.54864 -1.49599 0.1 -0.1 -0.6 0.312
H -3.40789 -1.11163 -1.43488 -0.1 0.3 -0.4 0.183
H 1.32014 -1.55723 -0.84420 0.7 -0.4 0.3 0.122
N -8.70870 -1.57466 -0.98044 0.4 -0.1 -0.7 1.052
O -9.21005 -2.09921 -1.98239 2.9 1.3 -0.9 -0.507
O -8.25420 -2.29203 -0.07054 -0.1 0.0 0.2 -0.597
O -8.67514 -0.33798 -0.88000 -0.2 0.1 0.2 -0.586
Ca 4.88394 -3.60671 -3.82767 -0.4 0.3 0.3 1.372
C -12.39607 -4.32370 0.50025 0.4 0.6 0.0 -1.162
C -11.55490 -3.53231 -0.40564 0.2 0.0 0.0 0.567
N -10.88217 -2.90955 -1.10848 -3.6 -1.5 1.3 -0.218
H -12.02625 -4.24435 1.52186 0.0 0.0 0.0 0.323
H -13.42735 -3.96076 0.46499 0.0 0.0 0.1 0.369
H -12.37256 -5.36123 0.20042 1.2 1.0 0.8 0.121
C 2.60456 -1.08134 2.12862 0.3 0.1 0.0 -0.078
Cl 3.05733 -1.66338 3.71516 0.0 0.1 0.0 -0.093
Cl 1.00486 -1.66373 1.55368 0.2 0.5 -0.6 -0.126
H 2.57219 0.00253 2.16774 -0.1 0.0 0.0 0.200
H 3.35716 -1.40725 1.41762 -0.1 -0.1 0.0 0.199
F 0.94707 -3.23887 3.18260 -0.4 -0.6 0.3 -0.632
C 8.56064 -1.15611 4.59415 0.0 0.1 0.1 -0.602
C 7.45637 -0.91652 5.63024 0.0 -0.1 0.0 -0.619
C 6.67873 0.32968 5.19298 0.0 -0.1 0.5 -0.596
S 6.82774 0.41309 3.40769 0.1 -0.3 0.3 1.022
O 7.58409 1.59079 3.06059 -0.2 0.0 -0.2 -0.680
O 5.54869 0.12543 2.80955 0.0 0.4 -0.4 -0.535
C 7.88801 -1.01607 3.23290 0.3 -0.3 0.1 -0.677
H 9.02164 -2.13624 4.71324 0.0 0.0 0.0 0.338
H 9.34170 -0.39969 4.70477 0.0 0.0 0.0 0.304
H 6.78611 -1.77893 5.65330 0.0 0.0 0.0 0.290
H 7.86403 -0.79271 6.63309 0.0 0.0 0.0 0.321
H 5.62603 0.26462 5.46124 0.0 0.1 -0.2 0.333
H 7.11212 1.23860 5.60800 0.0 0.0 -0.1 0.355
H 8.59166 -0.85553 2.41837 -0.1 0.1 0.0 0.387
H 7.25279 -1.87619 3.01765 -0.1 0.1 0.0 0.360
C 0.98426 4.64034 0.15237 -0.2 -0.5 0.5 -1.277
S 1.17687 3.67075 -1.37457 0.6 -0.9 1.5 0.572
O -0.06429 2.82652 -1.50620 0.8 -1.0 -0.1 -0.370
C 2.47543 2.62549 -0.68191 -0.2 -0.5 0.0 -0.907
H 0.18026 5.35276 0.01724 -0.1 -0.1 0.1 0.421
H 0.73848 3.97116 0.97875 0.1 -0.1 -0.1 0.353
H 1.91001 5.17465 0.36041 0.0 0.0 -0.1 0.516
H 2.11761 2.13557 0.22433 0.0 0.0 0.0 0.230
H 3.34816 3.23940 -0.45946 -0.1 0.1 -0.1 0.445
H 2.74076 1.87210 -1.42308 0.0 0.1 -0.1 0.262
Br -2.37647 3.27518 -1.58609 -1.2 1.9 0.6 -0.187
C 0.31103 7.60252 -2.70815 0.0 0.3 0.0 0.290
Cl 1.64697 8.72812 -2.98849 -0.1 -0.1 0.0 -0.102
Cl -0.76358 8.25413 -1.46127 0.1 -0.1 -0.1 -0.117
Cl -0.59336 7.36821 -4.20643 0.1 0.0 0.1 -0.098
Cl 0.96275 6.03033 -2.16104 -0.3 2.2 -1.9 -0.101
K -13.59100 -6.59935 -0.61374 -1.2 -1.3 -1.0 0.987
```
Forces are in eV/Å.

Below is a cluster of 2 separate species, C4H10O in total, with properties calculated with ωB97M-V/def2-TZVPD.

Calculated values
- LUMO energy: 0.9 eV
- Structure (SMILES): C/C=C\O.C
- Max |F|: 0.33 eV/Å

```
15
Properties=species:S:1:pos:R:3:forces:R:3:mulliken_charge:R:1
C 2.68938 0.46463 -0.04095 0.0 0.0 0.1 -0.958
C 1.52559 0.24799 -0.96232 -0.1 0.0 0.0 -0.150
C 0.25980 0.45362 -0.61455 0.1 -0.1 -0.3 -0.113
O -0.08306 0.90946 0.62873 -0.1 0.1 0.0 -0.504
H 2.34328 0.60907 0.98605 0.1 0.0 -0.1 0.293
H 3.27162 1.34885 -0.32809 -0.1 -0.1 0.0 0.235
H 3.37135 -0.39289 -0.05814 -0.1 0.1 0.0 0.287
H 1.71438 -0.08900 -1.97778 -0.1 0.0 0.1 0.319
H -0.56501 0.27740 -1.30502 0.2 0.0 0.1 0.252
H -1.04081 0.87605 0.71948 0.1 0.0 0.0 0.327
C -2.68947 -0.93803 0.59119 -0.1 0.0 0.0 -1.129
H -1.66750 -1.29035 0.75085 -0.2 0.1 0.0 0.292
H -2.82969 -0.68824 -0.46299 0.0 0.0 0.1 0.284
H -3.39337 -1.72633 0.86011 0.1 0.1 0.0 0.303
H -2.90649 -0.06222 1.21344 0.1 -0.2 -0.1 0.261
```
Forces are in eV/Å.

Below is a cluster of 2 separate species, C24H40Cl3F3N3O6 in total, with properties calculated with ωB97M-V/def2-TZVPD.

Calculated values
- LUMO energy: -3.4 eV
- Total charge: +1
- Max |F|: 2.18 eV/Å

```
79
Properties=species:S:1:pos:R:3:forces:R:3:mulliken_charge:R:1
C -4.76794 -4.09535 -1.89030 0.4 0.2 0.4 -0.656
C -4.27345 -3.30646 -0.86759 -0.6 -0.3 -0.1 -0.124
C -5.17523 -2.36845 -0.11103 -1.2 -0.5 0.3 0.665
O -5.94644 -1.68776 -0.76349 0.9 -0.9 1.0 -0.516
O -5.11073 -2.24662 1.24538 0.4 0.5 -0.6 -0.388
C -3.77359 -2.33724 1.74562 0.1 0.1 0.5 1.444
C -3.62597 -1.56597 3.04078 -0.6 -0.3 0.4 -1.009
C -2.26072 -1.80263 3.70448 -0.5 -0.4 -0.4 -1.138
C -1.07304 -1.70808 2.75103 0.2 0.5 0.3 -0.806
C -0.76934 -0.25189 2.33123 0.3 -1.4 0.3 -0.840
C 0.41591 -0.23925 1.34347 -0.3 0.7 0.1 -1.874
C 0.35307 0.75496 0.11876 0.2 -0.8 0.7 0.424
C -0.27781 2.05404 0.61973 0.3 0.8 0.5 -0.959
C 0.55151 2.62822 1.77256 1.0 -0.5 -1.4 -0.090
C 1.61114 3.58191 1.34798 -1.8 0.8 0.8 -1.002
O 0.36476 3.96809 2.01715 -0.2 0.2 0.8 -0.581
C 1.77896 0.94440 -0.38604 0.7 0.4 -0.3 0.698
C 1.96838 1.84348 -1.64614 -0.1 0.4 0.1 -2.191
C 0.77588 2.57454 -2.26639 0.1 1.1 -1.0 0.724
C 0.72064 2.46710 -3.80916 -0.6 -0.1 0.5 -1.894
O 0.95112 3.97284 -1.95052 -0.1 -0.3 0.4 -0.577
C 2.43833 -0.38912 -0.67522 0.2 0.1 -0.8 -0.778
C 3.93240 -0.23337 -1.02519 -0.7 0.9 0.1 -1.028
O 4.75746 -1.18378 -0.35928 -0.2 -0.4 -0.7 -0.421
C 4.60617 -2.47577 -0.75245 1.4 -0.1 0.7 0.834
F 4.10700 -2.60759 -1.99103 -0.3 0.0 0.3 -0.255
F 5.80173 -3.07435 -0.73382 -0.5 0.2 0.0 -0.264
F 3.82240 -3.13546 0.12452 -0.3 0.0 -0.5 -0.256
N 1.62537 -0.99563 -1.77705 -0.5 -0.6 1.6 0.009
C 0.27009 -0.93231 -1.60631 0.0 0.1 -0.6 -0.265
N -0.41533 -1.96187 -2.21308 0.3 0.6 -0.1 -0.396
N -0.37864 0.03875 -0.98730 0.1 -0.7 1.5 1.133
C -1.82515 -0.13655 -0.82787 -1.5 -0.1 -1.6 0.375
C -2.55301 0.23989 -2.13908 0.8 0.9 0.5 -0.905
O -2.93872 1.60334 -1.97137 -0.1 -0.2 -0.1 -0.582
H -5.34154 -4.99388 -1.67839 -1.8 1.1 -0.2 0.278
H -4.55768 -3.86427 -2.93325 1.6 -1.2 0.0 0.237
H -3.20805 -3.36245 -0.64774 0.3 1.5 -1.0 0.330
H -3.51710 -3.38334 1.93915 0.1 -0.1 -0.3 0.365
H -3.09702 -1.88842 1.01939 0.1 -0.3 -0.1 -1.144
H -3.86742 -0.51071 2.91172 0.1 0.1 -0.2 0.294
H -4.39304 -1.95610 3.71347 0.0 0.1 0.1 0.384
H -2.29110 -2.80305 4.14016 0.1 -0.1 0.0 0.468
H -2.17629 -1.11827 4.54806 0.3 0.1 0.0 0.358
H -0.20829 -2.14988 3.25053 0.2 0.1 -0.1 0.451
H -1.22554 -2.29844 1.84258 -0.1 -0.2 0.1 0.434
H -0.47497 0.23877 3.25625 -0.3 0.5 -0.1 0.726
H -1.70359 0.15342 1.95417 0.1 0.4 0.0 -0.108
H 0.60808 -1.26681 1.03041 -0.1 0.0 -0.3 0.561
H 1.30501 0.06136 1.89863 0.1 -0.1 0.1 0.848
H -0.23784 2.89370 -0.06764 -0.3 -0.3 -0.4 0.212
H -1.30150 1.97388 0.97502 -0.1 -0.3 -0.2 1.020
H 0.78217 1.98472 2.60809 -0.2 0.1 0.4 0.541
H 1.47222 4.02907 0.37373 1.1 -0.4 -0.4 0.266
H 2.45885 3.75139 1.98424 0.3 0.0 -0.2 0.590
H 2.36684 1.37473 0.42145 -0.2 0.1 0.2 1.127
H 2.44559 1.31191 -2.46735 0.0 -0.4 0.2 0.645
H 2.69460 2.61438 -1.38635 -0.1 0.2 0.0 0.434
H -0.21593 2.31209 -1.90405 0.2 -0.5 0.2 0.242
H 1.14099 1.53727 -4.18857 0.1 0.0 -0.1 0.386
H 1.18449 3.34438 -4.25011 0.4 -0.2 -0.1 0.435
H -0.33120 2.50922 -4.10145 0.0 -0.1 -0.2 0.374
H 0.16980 4.43897 -2.26302 0.0 0.2 0.0 0.409
H 2.43117 -1.08201 0.16432 -0.2 0.2 0.2 0.836
H 4.09837 -0.17662 -2.09875 0.1 -0.4 0.0 0.391
H 4.22880 0.73386 -0.62606 0.3 -0.1 0.1 0.397
H 1.80535 -1.99422 -1.78758 0.4 0.0 -0.8 0.539
H -1.00195 -2.57674 -1.68327 -0.4 0.1 -0.2 0.095
H -0.34205 -2.01952 -3.21286 0.1 -0.6 0.0 0.219
H -2.28147 0.49094 -0.07332 0.6 0.2 0.2 0.766
H -2.13183 -1.15511 -0.60923 0.5 -0.2 0.3 -1.032
H -1.80599 0.22992 -2.93622 -0.2 -0.5 -0.3 0.325
H -3.39835 -0.41731 -2.34085 0.0 0.0 0.0 0.392
H -3.33180 1.88864 -2.80142 -0.2 0.2 0.0 0.365
C 5.54887 2.53184 2.91741 0.1 0.1 0.1 0.087
Cl 4.86064 3.04349 1.36621 0.2 -0.1 -0.2 -0.098
Cl 6.97379 3.48129 3.30621 -0.1 0.0 0.0 -0.102
Cl 4.33585 2.65762 4.19382 0.0 0.0 0.0 -0.112
H 5.84286 1.49424 2.82945 0.0 0.0 0.0 0.255
```
Forces are in eV/Å.

Question: Which of these has the highest max |F|?
Answer: C2H3BrO

Question: Number 6 is which compound?
Answer: C24H40Cl3F3N3O6

Question: The highest max |F| belongs to which entry?
Answer: C2H3BrO